Density functional theory data (ωB97M-V/def2-TZVPD) for a single C5H13N2O2PS molecule at a distorted geometry.

As for the SMILES: CCS[P@](=O)(NC)N(C)C=O. The HOMO energy is -9.19 eV. The calculation puts the LUMO energy at 0.6 eV. The calculation puts the orbital gap at 9.758 eV. For the relative energy (zero: lowest compared OMol25 entry of this formula, charge and spin), the calculation gives 0.0 kJ/mol.

```
! wB97M-V def2-TZVPD RIJCOSX def2/J DEFGRID3
* xyz 0 1
C 1.7366 3.1868 -1.4605
C 1.4890 2.0049 -0.4842
S 0.3168 0.9051 -1.3258
P 0.2296 -0.5765 0.1436
O 1.2344 -0.6411 1.1981
N 0.0377 -2.0222 -0.7634
C -0.8472 -2.3908 -1.7748
N -1.3876 -0.3928 0.6978
C -1.7603 -1.0201 1.9605
C -2.3797 -0.3146 -0.2313
O -3.5487 -0.6098 -0.0422
H 0.8709 3.4005 -2.0602
H 2.0291 4.1247 -1.0418
H 2.4273 2.8118 -2.2298
H 1.0027 2.2655 0.3637
H 2.3358 1.3239 -0.1454
H 0.0951 -2.7505 -0.0013
H -0.7271 -1.6388 -2.5384
H -0.6960 -3.4537 -2.1086
H -1.9169 -2.1395 -1.4134
H -2.1693 -0.2626 2.5611
H -2.4119 -1.8817 2.1571
H -0.8474 -1.3330 2.4803
H -1.9954 0.0302 -1.1734
*
```

Atom charges from the Löwdin analysis, given in e for atoms 1 to 2: C -0.155; C -0.539

=====

Density functional theory data (ωB97M-V/def2-TZVPD) for a molecular structure, C27H57MoN2OP3 at a distorted geometry.

The HOMO energy (spin up / spin down) is -4.82 / -6.87 eV. The calculation puts the LUMO energy (spin up / spin down) at 0.5 / 0.4 eV. The calculation puts the orbital gap (spin up / spin down) at 5.267 / 7.316 eV.

```
! wB97M-V def2-TZVPD RIJCOSX def2/J DEFGRID3
* xyz 0 3
Mo -0.0576 -0.5174 -0.9658
P 1.8974 -1.6741 -1.6812
P -2.4825 -1.2773 -1.2646
N -0.1105 0.5318 -2.4116
H 0.7009 -3.1208 0.6918
C 1.5486 -3.1374 -2.6891
H 2.4478 -3.7691 -2.7744
H 1.2407 -2.8290 -3.6994
H 0.7279 -3.7317 -2.2641
C 3.0084 -2.1730 -0.3205
H 4.0059 -2.4089 -0.7189
H 2.6145 -3.0447 0.2158
H 3.1084 -1.3539 0.4051
C 2.9366 -0.6334 -2.7696
H 3.9774 -0.9841 -2.7353
H 2.9038 0.4164 -2.4558
H 2.5685 -0.6934 -3.8009
C -2.5859 -2.7479 -2.3541
H -3.6166 -3.1395 -2.3685
H -1.9082 -3.5327 -1.9875
H -2.2897 -2.4768 -3.3791
C -3.6319 -1.5167 0.1641
H -4.5870 -1.9345 -0.1712
H -3.8229 -0.5744 0.6879
H -3.1662 -2.2122 0.8701
C -3.4239 -0.0287 -2.2065
H -4.4927 -0.2901 -2.2149
H -3.0578 0.0268 -3.2383
H -3.3096 0.9629 -1.7506
C -0.2078 1.1330 -3.6465
C -0.3447 0.9286 -6.0619
C -0.2392 0.3288 -4.8137
C -0.2832 2.5356 -3.7546
C -0.3907 3.1243 -5.0120
C -0.4206 2.3234 -6.1632
H -0.3702 0.3137 -6.9585
H -0.1918 -0.7634 -4.6932
H -0.2614 3.1215 -2.8326
H -0.4556 4.2048 -5.0953
H -0.4998 2.7934 -7.1531
C -0.2726 -3.7475 0.7397
O -1.1598 -2.8280 0.2555
C -0.0402 -5.0099 -0.0868
H 0.2215 -5.8317 0.5865
H 0.8059 -4.8707 -0.7642
H -0.9292 -5.3255 -0.6589
C -0.6684 -4.0928 2.1773
H -1.7271 -4.4033 2.2469
H -0.5303 -3.2344 2.8354
H -0.0537 -4.9232 2.5418
C -0.5508 3.6463 0.4580
C -0.9629 2.7353 1.6225
C -1.1302 3.5578 2.9146
C -2.3169 2.1045 1.2612
P 0.3738 1.4394 1.8493
N 0.1984 0.4450 0.4956
C 2.1186 2.1531 1.7931
C 2.1866 3.4056 2.6904
C 3.1474 1.1255 2.2920
C 2.5064 2.5230 0.3525
C 0.0669 0.2615 3.2735
C 0.4398 0.9411 4.6045
C -1.4093 -0.1636 3.2852
C 0.8848 -1.0205 3.0767
H -1.3882 4.3313 0.2591
H -0.3754 3.0670 -0.4605
H 0.3263 4.2667 0.6793
H -1.8408 4.3713 2.6962
H -1.5602 2.9646 3.7335
H -0.1960 4.0179 3.2616
H -2.2294 1.3687 0.4504
H -2.8211 1.6355 2.1118
H -2.9731 2.9113 0.9045
H 1.8584 3.2084 3.7203
H 3.2364 3.7284 2.7439
H 1.6165 4.2493 2.2826
H 3.1519 0.2124 1.6784
H 4.1437 1.5880 2.2069
H 3.0207 0.8686 3.3517
H 2.4233 1.6619 -0.3261
H 1.9217 3.3530 -0.0540
H 3.5581 2.8459 0.3673
H -0.1288 1.8657 4.7780
H 0.1913 0.2395 5.4159
H 1.5125 1.1663 4.6784
H -1.5294 -0.9563 4.0414
H -2.0873 0.6509 3.5729
H -1.7159 -0.5931 2.3164
H 0.6164 -1.5006 2.1263
H 0.6231 -1.7151 3.8879
H 1.9677 -0.8742 3.1054
*
```

Atom charges from the Löwdin analysis, given in e for atoms 1 to 2: Mo 1.042; P 0.681